# 1
{"formula": "C44H36F9KN5O3PS6Sb", "method": "ωB97M-V/def2-TZVPD", "e_above_lowest_kcal_mol": 56.15, "total_charge": -2, "homo_energy_ev": [-1.61, -1.60], "e_lumo_ev": [3.534, 3.123], "homo_lumo_gap_ev": [5.1477, 4.7256], "multiplicity": 2, "energy_ev": -181433.49680, "symbols": ["K", "C", "C", "C", "C", "C", "C", "C", "C", "C", "C", "H", "H", "H", "H", "H", "H", "H", "H", "H", "H", "H", "H", "H", "H", "N", "C", "N", "C", "C", "S", "C", "C", "S", "C", "N", "N", "H", "H", "H", "H", "H", "H", "S", "Sb", "S", "S", "F", "C", "F", "F", "C", "C", "C", "C", "C", "C", "P", "C", "C", "C", "C", "C", "C", "C", "F", "F", "F", "C", "C", "C", "C", "C", "C", "C", "F", "F", "F", "H", "H", "H", "H", "H", "H", "H", "H", "H", "H", "H", "H", "O", "C", "N", "S", "O", "O", "C", "C", "C", "C", "C", "C", "H", "H", "H", "H"], "xyz": [[1.7077, -0.9552, -1.4668], [6.0102, 0.5789, -0.4030], [5.1991, 1.1990, 0.7297], [6.1142, 1.7849, 1.8055], [4.2113, 0.2259, 1.3360], [2.8948, 0.6132, 1.5666], [1.9763, -0.2690, 2.1149], [2.3422, -1.5691, 2.4487], [1.3460, -2.5487, 3.0036], [3.6591, -1.9512, 2.2283], [4.5763, -1.0694, 1.6832], [6.5988, 1.3469, -0.9080], [5.3616, 0.1153, -1.1452], [6.7011, -0.1816, -0.0325], [4.6094, 2.0105, 0.2935], [6.7002, 0.9949, 2.2822], [5.5382, 2.2858, 2.5841], [6.8083, 2.5083, 1.3730], [2.5767, 1.6080, 1.2738], [0.9514, 0.0618, 2.2526], [1.8235, -3.5052, 3.2106], [0.5447, -2.7566, 2.2917], [0.8959, -2.1791, 3.9300], [3.9502, -2.9739, 2.4290], [5.5833, -1.4158, 1.4859], [2.2995, 1.1299, -4.7047], [1.1180, 0.5635, -4.7128], [0.6709, -0.2386, -3.7399], [-0.6157, -0.6368, -3.9778], [-1.2190, -0.2129, -5.1207], [-0.0942, 0.7859, -5.9984], [-1.2978, -1.4767, -2.9695], [-2.3947, -2.2445, -3.1823], [-2.8904, -3.0039, -1.7172], [-1.5859, -2.2168, -0.9138], [-0.8381, -1.4784, -1.6602], [-1.3529, -2.3579, 0.4361], [2.5813, 2.0804, -3.2053], [2.3757, 1.7544, -5.5054], [-2.2280, -0.3954, -5.4438], [-2.8903, -2.4444, -4.1149], [-2.1422, -2.6332, 0.9970], [-0.8379, -1.5747, 0.8172], [-0.4307, 3.8845, -3.0278], [0.9837, 3.7170, -1.2441], [3.0778, 2.7910, -2.1015], [-0.0229, 1.4890, -0.8372], [-5.3478, 1.2672, 6.9759], [-4.4309, 0.3497, 6.6045], [-5.0556, -0.8526, 6.6390], [-3.4959, 0.3141, 7.5823], [-3.8296, 0.6362, 5.2582], [-2.7690, -0.1456, 4.8244], [-2.2022, 0.0999, 3.5827], [-2.6852, 1.1119, 2.7589], [-3.7552, 1.8828, 3.2135], [-4.3282, 1.6524, 4.4528], [-1.8006, 1.3979, 1.1462], [-3.1741, 0.9536, 0.0041], [-3.1542, 1.3114, -1.3489], [-4.1216, 0.8266, -2.2149], [-5.1194, -0.0175, -1.7465], [-5.1572, -0.3721, -0.4087], [-4.1919, 0.1136, 0.4558], [-6.1698, -0.5280, -2.6890], [-5.7106, -0.6822, -3.9457], [-6.6723, -1.7240, -2.3030], [-7.2375, 0.3136, -2.7736], [-1.7647, 3.2236, 1.2461], [-0.9373, 3.7673, 2.2268], [-0.8420, 5.1377, 2.3929], [-1.5625, 5.9780, 1.5564], [-2.3613, 5.4490, 0.5524], [-2.4703, 4.0765, 0.4048], [-1.4789, 7.4694, 1.6934], [-2.7070, 8.0312, 1.8527], [-0.7424, 7.8576, 2.7578], [-0.9380, 8.0593, 0.6081], [-2.3757, -0.9338, 5.4532], [-1.3630, -0.5031, 3.2565], [-4.1462, 2.6788, 2.5897], [-5.1533, 2.2625, 4.7932], [-2.3658, 1.9338, -1.7490], [-4.0635, 1.0910, -3.2622], [-5.9186, -1.0483, -0.0431], [-4.2285, -0.1950, 1.4915], [-0.3590, 3.1155, 2.8705], [-0.1955, 5.5485, 3.1559], [-2.8945, 6.1049, -0.1222], [-3.0893, 3.6786, -0.3847], [0.1268, -4.6419, -3.3778], [1.1285, -4.4878, -2.7035], [1.2205, -3.7756, -1.5421], [2.6681, -3.8552, -0.9086], [3.3124, -2.5506, -0.8951], [2.7131, -4.5620, 0.3543], [3.4307, -4.8480, -2.1579], [4.7295, -5.3014, -2.2833], [5.0261, -6.0627, -3.4066], [4.0488, -6.3446, -4.3609], [2.7512, -5.8742, -4.2121], [2.4592, -5.1181, -3.0898], [5.4824, -5.0714, -1.5427], [6.0333, -6.4357, -3.5503], [4.3119, -6.9331, -5.2311], [1.9770, -6.0691, -4.9418]], "forces_ev_per_angstrom": [[-0.16, 1.26, -0.16], [0.04, 0.00, -0.04], [-0.13, 0.06, -0.04], [0.03, -0.02, 0.00], [0.04, 0.00, 0.02], [0.02, 0.05, -0.08], [-0.07, -0.03, -0.01], [0.02, -0.01, 0.04], [-0.08, -0.07, 0.04], [0.00, -0.01, -0.02], [0.03, 0.04, 0.01], [0.02, 0.02, 0.00], [-0.04, 0.00, -0.01], [0.02, -0.04, 0.02], [0.04, -0.01, 0.02], [0.02, -0.03, 0.01], [-0.04, 0.02, 0.02], [0.02, 0.03, -0.02], [-0.03, 0.01, -0.02], [-0.04, 0.00, -0.01], [0.02, -0.01, 0.03], [0.00, 0.03, -0.04], [-0.01, 0.01, -0.01], [0.02, -0.04, 0.01], [0.03, -0.01, 0.00], [-0.11, 0.16, -0.30], [0.30, -0.01, 0.40], [-0.42, -0.05, -0.47], [-0.21, -0.14, 0.12], [0.26, 0.05, 0.11], [-0.25, -0.06, -0.08], [0.04, 0.10, 0.01], [0.05, 0.02, -0.14], [-0.10, -0.10, -0.08], [0.09, 0.18, 0.08], [-0.60, -0.05, -0.34], [0.02, -0.10, 0.24], [0.10, -0.03, -0.02], [0.13, -0.04, 0.12], [-0.07, 0.02, -0.04], [-0.03, -0.04, -0.03], [-0.02, 0.05, 0.00], [-0.04, 0.02, -0.01], [-0.28, -0.05, -0.33], [0.22, -0.35, 0.46], [0.00, 0.11, 0.01], [0.05, 0.72, -0.01], [0.11, -0.11, -0.03], [-0.01, 0.01, -0.02], [0.09, 0.14, 0.01], [-0.13, -0.01, -0.10], [-0.06, -0.07, 0.14], [-0.02, 0.01, 0.01], [-0.05, -0.01, 0.04], [-0.15, 0.21, 0.19], [0.00, 0.01, 0.06], [0.00, 0.00, 0.00], [0.21, -0.40, -0.14], [0.11, 0.14, 0.01], [-0.10, -0.10, 0.04], [-0.01, -0.03, 0.03], [-0.05, 0.04, -0.18], [-0.05, -0.04, 0.01], [-0.06, -0.10, -0.01], [0.01, -0.06, -0.01], [-0.10, 0.03, 0.18], [0.05, 0.17, -0.06], [0.16, -0.12, 0.00], [-0.05, -0.05, 0.02], [-0.06, 0.07, 0.00], [0.05, 0.05, -0.01], [0.00, 0.11, -0.02], [0.00, 0.00, 0.03], [0.08, 0.02, 0.01], [-0.02, 0.01, 0.03], [0.18, -0.06, -0.02], [-0.09, -0.03, -0.13], [-0.07, -0.04, 0.13], [-0.02, -0.01, 0.04], [0.05, 0.01, -0.05], [0.03, -0.01, -0.01], [-0.01, -0.01, 0.02], [0.05, 0.05, 0.00], [-0.02, -0.01, -0.03], [-0.01, 0.00, -0.01], [-0.02, 0.00, -0.01], [0.01, -0.06, 0.00], [-0.02, 0.02, 0.00], [-0.01, 0.03, -0.02], [-0.02, -0.02, -0.05], [0.01, -0.04, -0.05], [-0.08, 0.05, 0.17], [0.05, -0.21, -0.17], [0.29, -0.34, 0.37], [0.85, -0.92, 0.30], [0.00, 0.04, -0.04], [0.17, 0.00, -0.01], [-0.05, -0.06, -0.08], [0.06, -0.01, -0.02], [-0.01, 0.00, 0.01], [-0.01, 0.04, 0.07], [-0.16, -0.02, -0.10], [0.02, 0.02, 0.04], [0.00, 0.00, 0.00], [0.01, -0.01, -0.01], [-0.02, -0.01, -0.02]]}

# 2
{"formula": "C21H39N5O4RuS", "method": "ωB97M-V/def2-TZVPD", "e_above_lowest_kcal_mol": 35.72, "total_charge": 1, "homo_energy_ev": [-10.89, -10.89], "e_lumo_ev": [-5.100, -5.190], "homo_lumo_gap_ev": [5.7873, 5.6975], "multiplicity": 2, "energy_ev": -51460.91365, "symbols": ["Ru", "C", "C", "C", "C", "C", "C", "N", "C", "C", "N", "C", "C", "O", "O", "C", "C", "C", "C", "C", "C", "N", "C", "C", "N", "C", "C", "O", "O", "H", "H", "H", "H", "H", "H", "H", "H", "H", "H", "H", "H", "H", "H", "H", "H", "H", "H", "H", "H", "H", "H", "H", "H", "H", "H", "H", "H", "H", "H", "H", "H", "H", "H", "H", "H", "H", "H", "H", "S", "C", "N"], "xyz": [[1.0618, 0.7484, -0.3330], [-1.7236, 1.1683, 3.0111], [-0.2663, 1.3764, 2.6191], [0.6896, 0.2734, 3.1268], [0.4492, -1.2580, 2.9816], [-0.7624, -1.8499, 3.6842], [1.7246, -1.9452, 3.4613], [0.3253, -1.4696, 1.4899], [0.7469, -2.6955, 0.7686], [0.4048, -2.4859, -0.7068], [0.9063, -1.2438, -1.4133], [2.3990, -1.3831, -1.5350], [3.0968, -1.2469, -0.1826], [4.0371, -1.9264, 0.1221], [2.5546, -0.3219, 0.5897], [0.3531, -1.2094, -2.8394], [-0.9285, -2.0090, -3.0772], [0.3237, 0.2140, -3.4110], [-0.6806, 1.2848, -2.9469], [-0.6552, 2.4105, -3.9863], [-2.1106, 0.7851, -2.7940], [-0.1526, 1.8904, -1.6548], [-1.1084, 2.7582, -0.9079], [-1.3428, 2.1698, 0.4587], [-0.0351, 1.8921, 1.1382], [0.7027, 3.2004, 1.2467], [1.6503, 3.3091, 0.0718], [2.3231, 2.1551, -0.0189], [1.7643, 4.2307, -0.6827], [-1.7223, 0.8394, 4.0504], [-2.2463, 0.4200, 2.4227], [-2.2875, 2.0981, 2.9825], [0.0505, 2.2457, 3.1924], [0.7634, 0.4561, 4.2012], [1.6908, 0.4769, 2.7313], [-0.7177, -1.6139, 4.7477], [-0.7556, -2.9354, 3.5802], [-1.7071, -1.4949, 3.2813], [1.8888, -1.6928, 4.5085], [2.5996, -1.6267, 2.8917], [1.6298, -3.0292, 3.3980], [1.0501, -0.8069, 1.1653], [-0.6503, -1.2407, 1.1732], [0.1617, -3.5455, 1.1119], [1.8030, -2.8683, 0.9614], [-0.6739, -2.4808, -0.7841], [0.7874, -3.3492, -1.2570], [2.7836, -0.5953, -2.1918], [2.6448, -2.3452, -1.9873], [1.1145, -1.7190, -3.4393], [-1.7500, -1.7550, -2.4131], [-0.7449, -3.0782, -2.9981], [-1.2453, -1.8229, -4.1034], [0.1612, 0.0877, -4.4840], [1.3288, 0.6516, -3.3369], [-1.0885, 2.0644, -4.9240], [0.3652, 2.7466, -4.1885], [-1.2418, 3.2665, -3.6484], [-2.3643, 0.1632, -3.6497], [-2.8207, 1.6114, -2.8011], [-2.2631, 0.1963, -1.8909], [0.5732, 2.5272, -1.9931], [-2.0573, 2.8418, -1.4288], [-0.6898, 3.7621, -0.8510], [-1.8760, 1.2285, 0.3802], [-1.9305, 2.8587, 1.0650], [1.3262, 3.1958, 2.1389], [-0.0006, 4.0290, 1.3098], [-2.8319, -1.5175, 0.3344], [-2.5408, -3.0256, 0.9930], [-2.2634, -4.0463, 1.4697]], "forces_ev_per_angstrom": [[0.25, -0.29, 0.23], [0.01, -0.03, -0.11], [-0.02, 0.02, 0.02], [0.02, -0.02, -0.04], [0.07, -0.03, 0.06], [0.02, 0.04, 0.02], [0.02, -0.04, 0.01], [-0.22, 0.15, 0.00], [-0.02, -0.02, -0.06], [0.03, -0.07, -0.12], [0.01, -0.01, 0.05], [-0.01, 0.10, 0.02], [0.07, 0.00, -0.11], [-0.01, 0.03, 0.00], [-0.15, 0.11, 0.25], [0.04, -0.02, -0.02], [0.02, 0.03, 0.05], [0.01, 0.00, 0.03], [0.02, 0.01, -0.01], [-0.02, -0.01, -0.01], [0.00, 0.00, 0.04], [0.08, 0.09, 0.01], [0.00, 0.00, -0.01], [0.08, -0.08, 0.02], [0.08, -0.11, 0.10], [0.05, -0.04, 0.02], [0.06, 0.02, 0.08], [-0.24, 0.17, -0.69], [0.02, 0.05, 0.10], [-0.01, -0.03, -0.02], [-0.05, -0.12, -0.08], [-0.01, 0.00, -0.02], [0.02, 0.00, -0.01], [-0.02, -0.02, 0.00], [0.00, 0.01, 0.01], [0.00, 0.02, 0.00], [-0.02, 0.02, -0.01], [-0.03, 0.02, -0.02], [0.00, 0.00, 0.00], [0.00, 0.00, 0.01], [0.00, 0.00, 0.00], [-0.29, -0.06, -0.07], [0.11, 0.03, 0.05], [-0.06, -0.06, 0.02], [-0.06, -0.02, 0.02], [-0.12, 0.03, 0.01], [0.00, -0.02, -0.01], [0.02, 0.00, -0.01], [0.02, 0.00, 0.01], [0.02, 0.00, 0.01], [0.01, -0.02, 0.03], [0.00, 0.00, 0.01], [0.00, 0.00, 0.00], [0.01, 0.00, 0.00], [0.00, 0.01, -0.01], [0.00, 0.00, 0.00], [0.00, 0.00, 0.00], [0.00, 0.00, 0.00], [0.00, 0.00, 0.01], [0.01, 0.00, 0.03], [0.00, -0.05, 0.05], [0.02, -0.02, 0.01], [-0.01, -0.02, 0.00], [-0.02, 0.00, 0.01], [-0.12, -0.18, 0.00], [-0.01, 0.00, 0.00], [0.02, -0.03, -0.02], [0.01, 0.01, 0.02], [0.11, 0.39, 0.01], [0.12, 0.07, 0.04], [0.11, -0.03, -0.04]]}